# 1
Molecular formula: C12H16O5PS4Tl
Method: DFT, ωB97M-V/def2-TZVPD

Properties
- Orbital gap: 7.4 eV
- 2S+1: 1
- Lowest unoccupied orbital energy: 0.0061 Ha
- Relative energy (zero: lowest compared OMol25 entry of this formula, charge and spin): 0.000 eV

Each line ends with the Mulliken charge.
Positions of all 39 atoms, in Å:
Tl: -6.0419 -8.7798 -3.2226  0.6623
O: -10.7603 -9.3752 -2.4643  -0.4698
C: -9.5419 -9.3540 -2.9833  0.4280
O: -8.7590 -8.4594 -2.7442  -0.5582
C: -9.2712 -10.5929 -3.8129  -0.2275
O: -8.2236 -10.3101 -4.6961  -0.3421
C: -7.7022 -11.5449 -5.2368  -0.6475
C: -6.9679 -12.4119 -4.1993  0.3803
O: -6.7549 -13.5797 -4.5144  -0.6907
O: -6.6602 -11.7726 -3.1452  -0.4034
H: -10.8998 -8.5847 -1.8939  0.3879
H: -9.0066 -11.4013 -3.1054  0.2038
H: -10.1980 -10.9093 -4.3059  0.4046
H: -8.5224 -12.1230 -5.7007  0.3225
H: -7.0063 -11.2469 -6.0091  0.2494
S: -6.4567 -10.8486 -0.7842  -0.0351
S: -5.8026 -9.8672 0.9132  -0.1057
S: -4.7228 -8.2812 0.0502  -0.1015
S: -6.1767 -7.2963 -0.9574  -0.3752
C: -3.7828 -12.1730 0.0528  -1.4560
P: -4.9295 -12.2004 -1.2832  1.5593
C: -3.9579 -11.7584 -2.7496  -1.2331
C: -5.5614 -13.8574 -1.3506  0.3356
C: -6.4054 -14.2849 -0.3345  -0.5476
C: -6.8138 -15.6085 -0.2837  -0.6190
C: -6.3669 -16.5209 -1.2271  -0.3869
C: -5.5463 -16.0876 -2.2577  -0.5978
C: -5.1503 -14.7635 -2.3143  -0.2478
H: -3.0466 -12.9926 -0.0964  0.4632
H: -4.2485 -12.2955 1.0188  0.4449
H: -3.2668 -11.2188 0.0597  0.4401
H: -2.9298 -12.0580 -2.5047  0.4837
H: -3.9793 -10.6778 -2.8436  0.1647
H: -4.3647 -12.2508 -3.6442  0.3512
H: -6.7843 -13.5989 0.3971  0.4362
H: -7.5016 -15.9038 0.4947  0.4056
H: -6.7193 -17.5705 -1.1583  0.3394
H: -5.2274 -16.7880 -3.0552  0.3438
H: -4.5492 -14.4012 -3.1388  0.2385



# 2
Molecular formula: C12H16OSi
Method: DFT, ωB97M-V/def2-TZVPD

Properties
- Orbital gap (alpha / beta): 7.9 / 6.8 eV
- 2S+1: 1
- Lowest unoccupied orbital energy (alpha / beta): -0.0259 / 0.0070 Ha
- Relative energy (zero: lowest compared OMol25 entry of this formula, charge and spin): 4.625 eV

Each line ends with the Mulliken charge.
Positions of all 30 atoms, in Å:
C: -0.1744 2.6140 2.9764  -0.2816
C: 0.7587 1.5845 2.9891  -0.7307
C: -1.3976 2.5073 2.2343  -0.6142
C: 0.6546 0.6203 2.0423  -0.5036
C: -1.4475 1.5513 1.3001  -0.4381
C: -0.4940 0.5552 1.1897  0.5295
C: 1.0108 -2.0686 -0.2763  0.5217
C: 0.7750 -2.9356 -1.5244  -0.6391
C: -0.1960 -2.3217 -2.6525  -0.7904
C: -1.5904 -2.1043 -2.1924  -0.6122
C: -1.7063 -0.7929 -1.3938  -0.5962
C: 2.4089 2.5766 0.1621  -0.9979
O: 1.9869 -2.2484 0.4009  -0.5581
Si: -0.2462 -0.6000 -0.2266  -0.0896
H: 0.0186 3.4510 3.6481  0.3489
H: 1.6632 1.7318 3.5387  0.3830
H: -2.1517 3.3197 2.3991  0.3211
H: 1.4760 0.0598 1.8458  0.6603
H: -2.3700 1.3852 0.8124  0.3491
H: 1.6438 -3.0217 -2.0926  0.3138
H: 0.4514 -3.9459 -1.2718  0.3451
H: 0.1891 -1.2877 -2.9577  0.2865
H: -0.1836 -3.0061 -3.4556  0.4307
H: -2.1048 -1.9133 -3.1179  0.3189
H: -1.9667 -2.9723 -1.6699  0.3644
H: -1.5126 -0.0335 -2.2094  0.3264
H: -2.6932 -0.7216 -0.8552  0.3546
H: 2.2097 2.5372 -0.8825  0.3409
H: 3.2119 2.0816 0.6501  0.3856
H: 1.7766 3.3978 0.5895  0.2713



# 3
Molecular formula: C12H17AsBrNOS4W
Method: DFT, ωB97M-V/def2-TZVPD

Properties
- Net charge: +2
- Orbital gap: 6.6 eV
- 2S+1: 1
- Lowest unoccupied orbital energy: -0.3329 Ha
- Relative energy (zero: lowest compared OMol25 entry of this formula, charge and spin): 0.690 eV

Each line ends with the Mulliken charge.
Positions of all 38 atoms, in Å:
W: 1.0049 -1.7213 0.3282  0.4979
S: 1.6654 -1.2847 2.7456  -0.0529
As: 1.7103 -3.4353 2.6850  0.5178
S: 3.0198 -2.1833 0.0017  0.0539
S: -0.0797 -3.5436 1.5153  -0.1835
S: 2.8889 -4.9343 3.2646  -0.0766
C: -0.6932 3.2734 1.3056  -1.5298
C: 0.7876 2.8926 1.1478  1.9163
C: 1.5738 3.2624 2.4202  -1.5660
C: 1.3994 3.5918 -0.0786  -1.5001
C: 0.8838 1.4487 0.9538  1.6780
C: 0.9861 0.2423 0.7898  -2.0561
H: -0.7697 4.3500 1.4578  0.4146
H: -1.1378 2.7768 2.1674  0.3938
H: -1.2636 3.0185 0.4108  0.3781
H: 1.5151 4.3410 2.5638  0.4151
H: 2.6229 2.9841 2.3247  0.3860
H: 1.1517 2.7734 3.2977  0.3919
H: 1.3339 4.6698 0.0682  0.4221
H: 0.8573 3.3416 -0.9922  0.3500
H: 2.4486 3.3263 -0.2070  0.3860
C: -0.4334 -4.1074 -1.6770  -0.5994
O: 0.6632 -3.2006 -1.3460  -0.3762
H: -0.2397 -5.0783 -1.2300  0.3167
H: -0.5060 -4.1739 -2.7593  0.2982
H: -1.3346 -3.6729 -1.2602  0.3057
H: 1.5034 -3.5925 -1.6148  0.3401
Br: 1.2090 -0.1860 -2.3187  0.1187
C: -0.6159 -0.4155 -1.9304  0.4643
C: -1.6070 0.1036 -2.7281  -0.7422
C: -2.9210 -0.0778 -2.3020  -0.2135
C: -3.1667 -0.7530 -1.1089  -0.8537
C: -2.1039 -1.2410 -0.3818  -0.3303
N: -0.8294 -1.0885 -0.7953  0.0881
H: -1.3626 0.6349 -3.6362  0.5004
H: -3.7365 0.3153 -2.8943  0.4667
H: -4.1738 -0.8970 -0.7448  0.4939
H: -2.2507 -1.7596 0.5574  0.4858



# 4
Molecular formula: C12H17CeClO3
Method: DFT, ωB97M-V/def2-TZVPD

Properties
- Net charge: +2
- Orbital gap (alpha / beta): 7.5 / 7.5 eV
- 2S+1: 1
- Lowest unoccupied orbital energy (alpha / beta): -0.3640 / -0.3640 Ha

Each line ends with the Mulliken charge.
Positions of all 34 atoms, in Å:
Cl: -2.8942 -0.9923 -0.1985  -0.2962
C: 0.9376 -1.3636 -1.9712  -0.4630
C: 1.6661 -0.1487 -1.7342  -0.6933
C: 0.8332 0.9552 -2.1046  -0.6028
H: 2.6793 -0.0815 -1.3460  0.7246
C: -0.4339 0.4265 -2.5612  0.7709
C: -0.3542 -1.0124 -2.4816  -0.5108
H: -1.1636 -1.6828 -2.7760  0.5274
H: 1.3035 -2.3784 -1.8061  0.6130
H: 1.0836 2.0183 -2.0911  0.5213
C: -1.6063 1.2219 -3.0368  -1.1051
Ce: -0.3439 -0.1140 -0.1628  0.5709
C: 2.0615 0.7063 1.2046  0.3007
C: -0.0141 -1.9832 1.8428  0.3789
O: 2.8411 1.1807 1.9047  -0.1011
O: -0.1501 -2.6211 2.7856  -0.0875
H: -1.6207 2.2133 -2.5597  0.3123
H: -2.5477 0.7078 -2.7934  0.3578
H: -1.5752 1.3822 -4.1246  0.3745
C: -0.0802 2.5289 3.7868  -1.1924
C: -0.7352 1.2842 3.2252  -0.2970
O: -0.9499 1.3799 1.7876  -0.2960
C: -1.6533 2.5603 1.3031  0.0320
C: -2.9886 2.7887 1.9852  -1.2595
H: 0.7926 2.8339 3.2028  0.2897
H: 0.2570 2.3256 4.8057  0.4426
H: -0.7870 3.3618 3.8372  0.3432
H: -0.1129 0.3950 3.3726  0.3441
H: -1.7113 1.0862 3.6884  0.3755
H: -0.9785 3.4181 1.4276  0.3443
H: -1.8008 2.3867 0.2219  0.1810
H: -2.8909 2.9322 3.0651  0.3541
H: -3.4396 3.6950 1.5710  0.4197
H: -3.6740 1.9585 1.7865  0.3264



# 5
Molecular formula: C12H17Cl2F3O4Tc
Method: DFT, ωB97M-V/def2-TZVPD

Properties
- Net charge: -2
- Orbital gap (alpha / beta): 5.5 / 6.2 eV
- 2S+1: 4
- Lowest unoccupied orbital energy (alpha / beta): 0.2088 / 0.2087 Ha
- Relative energy (zero: lowest compared OMol25 entry of this formula, charge and spin): 0.000 eV

Each line ends with the Löwdin spin population.
Positions of all 39 atoms, in Å:
C: 0.2430 -1.5087 -0.9283  -0.0085
C: 1.0833 -0.3965 -1.3035  0.1573
C: 0.2777 0.7859 -1.3706  -0.0005
C: 2.4899 -0.4813 -1.7018  0.0264
C: -1.0675 0.4184 -1.1770  0.1396
C: -1.1172 -0.9919 -0.8659  -0.0521
C: -2.3378 -1.8286 -0.9691  -0.0088
C: 0.5469 -2.9400 -1.1988  0.0026
C: 0.7970 2.1261 -1.6955  -0.0075
C: -2.2316 1.3033 -1.3786  0.0297
Tc: 0.0488 -0.8471 1.1640  2.3671
Cl: 2.2174 0.9341 0.9385  0.0323
Cl: 1.9292 -2.1037 1.5056  0.0833
O: -1.7163 -0.1337 1.6528  0.0489
H: 2.8489 -1.5048 -1.5797  0.0000
H: 3.0975 0.1472 -1.0370  0.0055
H: 2.6307 -0.1028 -2.7204  0.0096
H: 1.6946 2.3278 -1.0973  -0.0012
H: 0.0490 2.8924 -1.4759  -0.0003
H: 1.0405 2.2201 -2.7622  -0.0020
H: -2.0613 2.3029 -0.9675  0.0034
H: -3.1177 0.8886 -0.8973  0.0013
H: -2.4556 1.4152 -2.4475  0.0120
H: -3.1865 -1.2953 -0.5304  -0.0003
H: -2.1721 -2.7438 -0.4003  -0.0007
H: -2.5785 -2.0880 -2.0120  -0.0045
H: 1.5869 -3.1402 -0.9463  0.0014
H: 0.3630 -3.1867 -2.2521  -0.0011
H: -0.0955 -3.5630 -0.5724  -0.0007
H: -1.7324 0.8325 1.7987  0.0086
O: -0.8370 -2.4523 1.7916  0.0933
H: -1.7057 -2.1360 2.1293  0.0084
F: 1.7243 3.5595 3.1398  0.0004
C: 1.1454 2.4693 3.6972  0.0001
F: 2.0919 1.7211 4.2892  0.0009
F: 0.3096 2.8930 4.6904  0.0001
C: 0.2751 1.6302 2.6976  0.0089
O: -0.5259 2.2218 1.9601  0.0115
O: 0.4480 0.3549 2.8324  0.0354



# 6
Molecular formula: C12H17Cl6NO2
Method: DFT, ωB97M-V/def2-TZVPD

Properties
- Orbital gap: 9.4 eV
- 2S+1: 1
- Lowest unoccupied orbital energy: -0.0249 Ha
- Structure (SMILES): O=[N+]([O-])c1ccccc1.ClCCCl.ClCCCl.ClCCCl
- Relative energy (zero: lowest compared OMol25 entry of this formula, charge and spin): 1.148 eV

Each line ends with the Mulliken charge.
Positions of all 38 atoms, in Å:
Cl: 1.3318 -4.3870 7.8645  -0.1777
C: 0.1820 -3.0473 7.9859  -0.4876
C: 0.4640 -1.9331 6.9521  -0.3770
Cl: 0.5475 -2.5864 5.2862  -0.1928
H: 0.2912 -2.6691 9.0023  0.3153
H: -0.7749 -3.5302 7.7878  0.3072
H: 1.4725 -1.5695 7.1486  0.2949
H: -0.2711 -1.1302 7.0080  0.3190
Cl: -0.6623 -0.8750 -0.1405  -0.1517
C: 0.1031 0.0354 1.2561  -0.5583
C: -0.3296 -0.5635 2.5899  -0.2467
Cl: -1.7239 0.4122 3.1502  -0.2200
H: -0.0137 1.1184 1.2973  0.3584
H: 1.1728 -0.0695 1.0750  0.2963
H: 0.4603 -0.4832 3.3366  0.2315
H: -0.7931 -1.5475 2.5186  0.2932
Cl: 2.1447 -1.2780 -2.5523  -0.2044
C: 1.2018 -2.3160 -3.7056  -0.4590
C: -0.2819 -1.9587 -3.4284  0.1366
Cl: -1.2451 -2.3727 -4.9034  -0.2357
H: 1.5389 -3.2966 -3.3696  0.3180
H: 1.6283 -2.0162 -4.6629  0.3152
H: -0.3079 -0.8695 -3.3950  -0.1365
H: -0.7461 -2.3752 -2.5345  0.2815
C: -1.4668 1.4674 -4.1706  -0.3298
C: -1.5645 1.5884 -2.7342  -0.5906
C: -0.7452 2.5186 -2.1062  -0.1297
C: 0.1561 3.3516 -2.8093  -0.2683
C: 0.1274 3.2255 -4.2059  -0.0839
C: -0.6333 2.2880 -4.8892  -0.5835
N: 1.0463 4.4036 -2.1383  0.8990
O: 1.6656 5.2368 -2.8797  -0.5550
O: 1.0760 4.4161 -0.9175  -0.5494
H: -2.0384 0.8264 -4.8254  0.4560
H: -2.3187 1.0818 -2.1503  0.4810
H: -0.7600 2.6229 -1.0314  0.4132
H: 0.7586 3.9170 -4.7442  0.4185
H: -0.6926 2.3645 -5.9648  0.4029



| no. | energy (Ha) |
| --- | --- |
| 1 | -2949.7257 |
| 2 | -831.4077 |
| 3 | -7066.4622 |
| 4 | -1627.8728 |
| 5 | -2069.2780 |
| 6 | -3433.7159 |